1.
Density functional theory data (the ωB97M-V functional and the def2-TZVPD basis) for a molecular structure, C31H49NO10P2Pd.

```
94
Properties=species:S:1:pos:R:3
H 3.937 -3.681 6.571
H 0.637 -2.358 3.575
H 2.555 1.162 3.352
H -2.516 -0.146 -1.621
H 0.580 4.164 4.388
C 2.353 -0.815 -5.428
C 0.018 2.021 2.605
C 1.277 -3.079 -5.309
C -0.598 -1.143 -4.258
H 2.580 -3.153 -2.881
H -3.104 1.631 -3.754
H -0.869 0.628 4.724
C -3.063 -0.482 -4.306
H -3.338 3.414 -1.143
O -0.491 -5.164 -1.049
H 3.665 -2.916 -4.258
H -3.178 5.164 -1.258
C 0.244 0.938 1.706
H -5.176 -0.781 -3.992
C -1.742 -0.700 -3.582
C -1.229 5.570 0.546
C 2.942 -2.423 -3.606
H -4.143 -1.166 -6.037
C 1.801 -1.892 -4.482
C 3.472 -2.312 4.966
H -0.355 5.483 -0.102
H -1.786 6.460 0.250
C -2.126 4.330 0.425
H 0.674 -0.143 4.299
Pd 1.062 -1.489 0.601
H -3.919 5.346 1.088
H -0.938 3.893 2.774
C -3.329 4.472 1.368
O -1.246 -3.195 0.414
H 2.123 -3.579 -5.784
C 0.651 -1.283 -3.684
O 2.382 -1.731 4.383
O 1.871 -0.746 -1.684
H 2.330 -3.910 5.853
H -0.710 -1.437 -5.290
H 0.533 0.800 5.783
H -1.573 2.010 -1.016
C 0.212 3.228 4.814
H 0.769 -3.806 -4.674
H -4.170 -1.884 -3.049
H -0.874 3.291 4.907
C -4.254 -0.860 -3.414
C -1.163 2.027 -0.019
H 0.597 -2.777 -6.105
O 0.892 -2.981 -0.720
C 3.064 -3.170 6.165
H 2.640 -2.540 6.949
H -3.019 4.598 2.405
C 4.595 -1.324 5.245
H 3.137 -1.243 -6.055
O 0.281 -2.871 2.826
H -4.094 1.222 -5.161
H 4.779 -0.709 4.364
C -2.643 4.246 -1.011
H 1.572 -0.420 -6.082
C -0.753 3.048 2.128
C -3.150 1.014 -4.654
H -3.010 -2.365 -5.408
C -1.330 3.091 0.819
H 2.508 2.934 3.339
O 1.076 -0.026 1.964
O 0.689 -4.640 1.160
O 2.155 -4.634 3.245
C 0.649 2.013 3.995
H 2.626 2.056 4.869
H -3.973 3.592 1.312
H 5.514 -1.852 5.503
C -3.155 -1.300 -5.597
N -0.148 -0.193 -0.270
C -1.643 -0.401 -2.203
C 0.794 -0.828 -2.314
C 0.216 0.741 4.740
C -0.426 -0.459 -1.605
P -0.035 -4.092 -0.174
H 0.625 3.141 5.819
H -0.878 5.723 1.566
H -1.950 -3.733 0.794
H -1.828 4.134 -1.729
H -2.426 -0.979 -6.341
H 3.782 -3.024 4.170
H 3.448 -1.633 -3.061
H 4.335 -0.669 6.078
H -2.333 1.310 -5.313
C -0.416 0.910 0.428
C 2.180 2.039 3.872
O 2.354 -2.743 1.498
H -4.357 -0.196 -2.556
P 1.499 -3.781 2.261
H 2.783 0.015 -4.866
```

2S+1 ... 5
LUMO (alpha / beta) ... -0.04101 / -0.11023 Ha
Kohn-Sham gap (alpha / beta) ... 6.8668 / 6.0823 eV

Charges computed using Löwdin, reported in e: 0.084 0.048 0.072 0.124 0.087 -0.033 -0.079 -0.043 0.041 0.089 0.078 0.097 -0.550 0.084 -0.240 0.088 0.088 -0.222 0.088 -0.108 -0.039 -0.044 0.087 -0.530 -0.530 0.094 0.088 -0.557 0.044 1.365 0.088 0.096 -0.038 -0.147 0.087 -0.038 0.007 0.044 0.074 0.099 0.090 0.097 -0.064 0.100 0.099 0.089 -0.048 0.051 0.074 -0.360 -0.035 0.080 0.079 -0.046 0.089 -0.155 0.091 0.078 -0.067 0.083 0.045 -0.029 0.099 -0.143 0.092 -0.114 -0.234 -0.230 -0.530 0.089 0.093 0.079 -0.055 -0.004 0.053 -0.287 -0.031 -0.174 0.233 0.087 0.078 0.091 0.090 0.081 0.160 0.079 0.079 0.092 -0.152 -0.030 -0.366 0.074 0.224 0.091

2.
Density functional theory data (the ωB97M-V functional and the def2-TZVPD basis) for a single C4H8N4 molecule in a non-equilibrium geometry.

```
16
Properties=species:S:1:pos:R:3
C 1.250 0.447 -0.958
C 1.305 -0.615 0.063
H 2.389 -0.845 0.151
N -0.631 -1.935 0.011
N -0.130 1.069 -1.155
H 1.054 -0.163 0.959
H -1.848 -1.534 1.651
N -0.766 1.356 0.158
C -1.373 0.514 0.876
N 0.616 -1.949 -0.302
H 1.146 -0.182 -1.921
C -1.219 -0.894 0.927
H -1.057 2.408 0.214
H 2.180 1.184 -0.872
H -0.799 0.213 -1.345
H -2.118 0.925 1.542
```

LUMO ... 0.02074 Ha
SMILES ... C1=C\NNCC\N=N/1
Kohn-Sham gap ... 8.5386 eV

Charges computed using Löwdin, reported in e: -0.224 -0.270 0.112 -0.036 -0.014 0.064 0.099 -0.085 -0.242 0.015 0.126 -0.140 0.188 0.154 0.138 0.115

Calculated relative energy (zero: lowest compared OMol25 entry of this formula, charge and spin), 24.88; 535.31 kJ/mol (same order as the records).